# C36H54N12O16

11 unconnected molecules or ions with the total composition C36H54N12O16 (ωB97M-V/def2-TZVPD, OMol25).

frontier orbital gap	6.971	eV
total charge	0
SMILES	Oc1ccc(O)cc1.Oc1ccc(O)cc1.Oc1ccc(O)cc1.Oc1ccc(O)cc1.Oc1ccc(O)cc1.NC(N)=O.NC(N)=O.NC(N)=O.NC(N)=O.NC(N)=O.NC(N)=O
total energy	-88853.9169	eV

Structure (XYZ):
```
118
Properties=species:S:1:pos:R:3:forces:R:3
C 3.515715 6.099078 -1.239188 -1.0 -0.9 0.8
C 2.356121 5.327255 -1.427011 0.9 0.4 -1.1
C 2.377672 4.478541 -2.528496 0.9 -0.2 -0.9
C 3.545209 4.306704 -3.306605 0.0 1.0 -0.1
C 4.692360 5.054985 -3.067838 -0.9 -0.6 0.2
C 4.663070 5.887981 -1.970789 -0.4 0.4 0.4
O 5.788433 6.573583 -1.684095 1.6 0.8 -0.1
O 1.305944 3.849161 -3.064970 -0.7 -0.2 0.8
H 3.464488 6.796190 -0.412442 0.5 0.2 0.0
H 1.481714 5.530180 -0.825515 -0.1 -0.2 -0.1
H 3.460070 3.730807 -4.217443 0.0 -0.3 0.1
H 5.577620 5.044694 -3.687054 0.0 -0.3 0.0
H 5.924667 6.711676 -0.744550 -0.3 0.0 0.0
H 0.661875 3.750356 -2.345358 -0.4 -0.3 -0.1
C -1.407653 -0.542439 -0.386720 0.9 0.2 0.0
C -1.482353 0.848621 -0.629518 0.3 -1.1 0.1
C -0.347789 1.659655 -0.505370 0.1 -0.8 0.4
C 0.848606 1.110882 0.010706 -1.6 -0.8 -0.1
C 0.879184 -0.265335 0.327029 0.0 1.5 -0.6
C -0.224183 -1.096835 0.098807 0.5 1.0 -0.4
O -0.071590 -2.455380 0.251084 -0.3 0.1 0.1
O -0.392178 2.959566 -0.880089 0.5 0.2 0.1
H -2.164016 -1.242152 -0.717375 -0.4 0.2 0.3
H -2.434500 1.247159 -0.953093 0.1 0.2 -0.2
H 1.672965 1.757720 0.268602 0.1 0.0 -0.4
H 1.839671 -0.612902 0.685829 -0.1 -0.5 0.2
H 0.807077 -2.556256 0.638609 0.1 -0.5 0.0
H -1.319646 3.241458 -1.017383 0.1 0.2 0.1
C 5.700972 -4.376531 -2.678347 -2.0 -0.4 1.0
C 4.355094 -4.424476 -2.235257 0.1 1.4 -0.3
C 3.792532 -3.332972 -1.577371 2.4 -0.3 0.3
C 4.642505 -2.273602 -1.168972 -1.9 -0.1 -0.6
C 5.924025 -2.174378 -1.658999 -0.4 -0.4 0.3
C 6.431970 -3.237811 -2.380163 1.5 -0.7 -1.6
O 7.717877 -3.124034 -2.940595 -1.2 0.1 0.8
O 2.480524 -3.428019 -1.204227 -0.7 0.4 0.1
H 6.013537 -5.282156 -3.176324 0.8 0.4 -0.3
H 3.622115 -5.175713 -2.497902 0.5 -0.5 -0.1
H 4.176003 -1.483654 -0.593944 0.2 0.2 0.1
H 6.521236 -1.289482 -1.484335 0.0 0.0 0.1
H 7.971668 -2.244496 -2.642074 0.6 0.0 -0.3
H 1.995846 -2.689665 -1.591169 -0.1 0.1 0.2
C 4.191277 3.013025 1.346361 -0.2 -1.7 0.5
C 3.295740 4.034179 1.640558 0.1 0.8 0.0
C 2.151688 3.830077 2.392813 1.0 -2.1 0.7
C 1.904842 2.517477 2.880141 -0.1 1.8 -1.3
C 2.690234 1.470527 2.450962 0.3 0.2 1.3
C 3.891820 1.699427 1.764988 -0.9 0.8 0.0
O 4.707892 0.654922 1.505592 0.5 0.3 -0.4
O 1.229380 4.740556 2.770355 -1.4 0.9 0.1
H 5.139515 3.156076 0.847460 -0.1 0.3 -0.2
H 3.542583 5.033700 1.308806 -0.1 0.1 -0.1
H 1.006232 2.469714 3.479846 0.0 -0.7 0.1
H 2.455409 0.483607 2.824106 0.1 -0.1 -0.2
H 4.297532 -0.145032 1.873529 -0.1 -0.4 0.0
H 1.499636 5.627762 3.015649 0.7 -0.2 -0.3
C -5.154984 -2.022692 1.717911 -1.3 0.6 -1.0
C -5.545604 -2.558639 0.474335 0.8 0.6 0.9
C -6.194575 -3.780462 0.392597 1.0 0.0 0.4
C -6.368161 -4.508051 1.594766 0.2 0.4 -0.7
C -5.992876 -3.943728 2.816774 -0.6 -0.6 -0.1
C -5.489528 -2.667904 2.876515 1.3 0.1 0.4
O -4.949732 -2.231371 4.101435 -0.9 -0.2 -0.1
O -6.457956 -4.336395 -0.835780 -0.3 -0.3 0.8
H -4.773170 -1.012120 1.788231 0.5 -0.1 -0.3
H -5.121865 -2.050050 -0.382212 -0.5 0.0 -0.4
H -6.679802 -5.537245 1.486089 -0.2 0.0 0.3
H -6.051184 -4.450321 3.770714 -0.2 -0.4 -0.2
H -5.034699 -1.281591 4.228841 -0.1 0.1 -0.3
H -6.209157 -3.719196 -1.529578 0.0 0.1 0.0
C -5.593833 1.729946 -0.717432 0.7 0.9 2.5
O -4.932071 1.773287 -1.733322 -1.2 -0.9 -0.8
N -5.098623 2.231936 0.441323 1.2 0.7 0.5
N -6.825997 1.252617 -0.386647 -1.5 -1.4 -2.7
H -5.706352 2.266475 1.235843 0.5 0.3 0.3
H -4.207065 2.705010 0.416621 -0.1 0.0 0.1
H -7.340118 0.724416 -1.075358 0.0 0.2 0.1
H -7.248574 1.295215 0.519322 0.3 0.1 0.1
C 3.051339 -2.769910 2.247054 -2.0 2.3 -1.6
O 3.183286 -1.524776 2.266640 -0.2 -0.6 1.3
N 1.920185 -3.465010 2.473340 0.1 0.4 0.4
N 3.918771 -3.522876 1.621112 3.2 -1.7 -0.6
H 2.118172 -4.451830 2.492417 -1.1 -0.3 0.0
H 1.013651 -3.043898 2.603178 0.1 -0.2 0.9
H 4.898743 -3.293285 1.678170 -0.2 0.1 -0.3
H 3.639181 -4.401164 1.209719 0.1 -0.2 0.3
C 1.697600 -6.668718 0.393132 0.1 -0.2 0.4
O 2.468438 -6.197782 1.235172 0.0 0.3 -0.6
N 1.104368 -5.986030 -0.600836 0.0 1.6 -0.8
N 1.393003 -7.978529 0.423421 0.0 -0.4 0.3
H 1.467996 -5.075151 -0.844016 0.1 0.2 0.4
H 0.360233 -6.275359 -1.211469 0.1 -0.6 0.3
H 0.777475 -8.377391 -0.262071 0.2 -0.4 0.3
H 1.864618 -8.470154 1.164147 -0.4 -0.4 -0.2
C -3.553927 4.899767 -0.838051 0.6 -0.2 0.4
O -2.722512 4.009692 -1.015252 -0.2 0.0 -0.1
N -4.504788 5.195275 -1.698371 -1.0 -0.6 -1.8
N -3.538871 5.678137 0.255379 0.2 0.4 1.2
H -5.317932 5.750826 -1.505630 0.3 0.1 0.0
H -4.389841 4.723410 -2.592260 -0.2 0.1 -0.3
H -4.402139 6.126805 0.508546 0.4 0.3 0.3
H -2.800060 5.505286 0.917521 -0.3 0.0 0.2
C -1.550298 -3.058302 4.269363 2.0 -0.5 0.6
O -0.331640 -3.127769 4.412865 -0.2 0.0 -0.6
N -2.375510 -2.797181 5.291496 -1.5 0.5 0.6
N -2.229142 -3.331973 3.143370 -1.1 -0.2 -1.7
H -3.340504 -2.626649 5.023326 0.3 -0.1 0.8
H -2.037129 -2.589268 6.213550 0.2 0.0 -0.3
H -3.193514 -3.059107 3.113301 0.0 -0.1 0.0
H -1.856025 -3.513514 2.226356 0.7 0.2 0.4
C -2.553165 3.231535 -4.238830 0.2 1.3 -1.7
O -3.232297 4.263041 -4.198636 -0.5 -0.4 0.9
N -1.487205 3.223763 -5.087667 0.2 -0.4 0.2
N -2.793832 2.073670 -3.626534 -0.4 -0.2 0.3
H -1.288920 4.087512 -5.560032 0.2 -0.3 -0.1
H -1.036295 2.350093 -5.294786 0.3 0.4 -0.2
H -3.624454 2.021910 -3.053208 0.3 -0.3 0.2
H -2.109387 1.341799 -3.697168 -0.3 -0.1 0.3
```
Positions in Å, forces in eV/Å.

Results of the Mulliken charge analysis, in e, for atoms 1 through 6: atom 1 (C): -0.67, atom 2 (C): -0.32, atom 3 (C): 0.48, atom 4 (C): -0.67, atom 5 (C): -0.39, atom 6 (C): 0.36

# C3H9N3O

A single C3H9N3O molecule (ωB97M-V/def2-TZVPD, OMol25).

energy relative to the best compared isomer or geometry (same formula, charge and spin)	7.3207	eV
frontier orbital gap	9.682	eV
total charge	0
SMILES	CC(C)NNN=O
total energy	-9768.2185	eV

Structure (XYZ):
```
16
Properties=species:S:1:pos:R:3:forces:R:3
C -0.410509 0.098965 0.395412 -1.7 2.8 -2.8
C 0.655390 1.125222 0.792521 0.0 -0.3 -0.3
C -1.742404 0.779723 0.076473 0.0 0.4 0.4
N 0.713842 -1.567046 -0.342570 6.2 1.4 -5.9
N 0.036656 -0.590897 -0.987631 -4.6 2.9 7.6
N 1.909683 -1.228909 -1.167252 1.8 -5.9 3.4
O 2.659274 -2.189340 -1.149840 0.2 1.6 -0.9
H 0.815552 -2.420599 0.204891 -1.4 -0.3 -0.5
H -0.575572 -0.542674 -1.781662 -0.7 -1.6 0.0
H -0.607786 -0.512722 1.287712 0.3 -0.9 -0.9
H 1.608749 0.641034 1.011823 0.0 0.0 0.0
H 0.830010 1.832433 -0.022101 -0.1 0.0 0.0
H 0.344395 1.686534 1.677725 0.0 -0.1 0.0
H -1.644752 1.459312 -0.775097 0.0 -0.1 0.0
H -2.518848 0.042043 -0.141196 0.1 0.1 0.0
H -2.073680 1.386922 0.920793 -0.1 0.0 0.0
```
Positions in Å, forces in eV/Å.

Results of the Mulliken charge analysis, in e, for atoms 1 through 6: atom 1 (C): 0.79, atom 2 (C): -1.43, atom 3 (C): -1.53, atom 4 (N): -0.09, atom 5 (N): -0.30, atom 6 (N): 0.16

Copy entry 2 word for word.
# C3H9N3O

A single C3H9N3O molecule (ωB97M-V/def2-TZVPD, OMol25).

energy relative to the best compared isomer or geometry (same formula, charge and spin)	7.3207	eV
frontier orbital gap	9.682	eV
total charge	0
SMILES	CC(C)NNN=O
total energy	-9768.2185	eV

Structure (XYZ):
```
16
Properties=species:S:1:pos:R:3:forces:R:3
C -0.410509 0.098965 0.395412 -1.7 2.8 -2.8
C 0.655390 1.125222 0.792521 0.0 -0.3 -0.3
C -1.742404 0.779723 0.076473 0.0 0.4 0.4
N 0.713842 -1.567046 -0.342570 6.2 1.4 -5.9
N 0.036656 -0.590897 -0.987631 -4.6 2.9 7.6
N 1.909683 -1.228909 -1.167252 1.8 -5.9 3.4
O 2.659274 -2.189340 -1.149840 0.2 1.6 -0.9
H 0.815552 -2.420599 0.204891 -1.4 -0.3 -0.5
H -0.575572 -0.542674 -1.781662 -0.7 -1.6 0.0
H -0.607786 -0.512722 1.287712 0.3 -0.9 -0.9
H 1.608749 0.641034 1.011823 0.0 0.0 0.0
H 0.830010 1.832433 -0.022101 -0.1 0.0 0.0
H 0.344395 1.686534 1.677725 0.0 -0.1 0.0
H -1.644752 1.459312 -0.775097 0.0 -0.1 0.0
H -2.518848 0.042043 -0.141196 0.1 0.1 0.0
H -2.073680 1.386922 0.920793 -0.1 0.0 0.0
```
Positions in Å, forces in eV/Å.

Results of the Mulliken charge analysis, in e, for atoms 1 through 6: atom 1 (C): 0.79, atom 2 (C): -1.43, atom 3 (C): -1.53, atom 4 (N): -0.09, atom 5 (N): -0.30, atom 6 (N): 0.16

> Look up the frontier orbital gap of the first one.

6.971 eV